No. 1
Molecular formula: C2H17NO5
Method: DFT, ωB97M-V/def2-TZVPD

Energy relative to the best compared isomer or geometry (same formula, charge and spin) in kcal/mol: 261.1
LUMO level in Eh: -0.2151
HOMO level in eV: -9.094

Structure (ORCA input):
```
! RIJCOSX wB97M-V def2-TZVPD def2/J DEFGRID3
* xyz 0 1
C -0.6861 -0.0172 1.5564
C -1.8452 -0.5198 0.7050
N -1.4685 -1.6234 -0.1350
H -1.2048 0.5630 2.2852
H -0.2281 -0.8753 1.9435
H -0.1195 0.4106 0.7523
H -2.6511 -0.7876 1.3753
H -2.3067 0.2980 0.1546
H -1.7245 -1.5498 -1.0421
H -0.3867 -1.7634 -0.2004
H 3.0415 -1.0970 2.1781
H -1.3385 2.2211 -0.5014
O 2.6324 -0.4200 1.5075
H -0.0135 3.9078 0.1950
H -0.9058 2.9460 0.7308
O -0.3724 3.7429 1.0678
H 1.5758 -0.7533 -1.2348
H 1.9156 0.7225 -1.5359
O 1.2091 0.1062 -1.7680
H 2.2109 -2.8174 -0.1078
H 2.2077 -1.0925 0.9547
O 1.8092 -2.0173 -0.2912
H -1.3764 0.3454 -3.1807
H -1.5646 1.0689 -1.7020
O -1.7362 0.1932 -2.2270
*
```



No. 2
Molecular formula: Cl3H34Li2O17
Method: DFT, ωB97M-V/def2-TZVPD

LUMO level in Eh: 0.0428
HOMO level in eV: -6.721

Structure (ORCA input):
```
! RIJCOSX wB97M-V def2-TZVPD def2/J DEFGRID3
* xyz -1 1
Li 1.5430 4.0542 -0.7452
Li -0.2674 -2.7920 -1.3164
Cl 1.5130 -4.2444 -1.4697
Cl 1.4395 3.7738 1.7211
Cl 0.0399 -0.4541 -0.4665
O -1.5631 1.0056 -3.2167
H -1.1821 0.2769 -2.7268
H -1.7779 0.6336 -4.0721
O -4.6120 2.0663 -2.0142
H -4.0909 2.1636 -1.2173
H -4.0547 2.4158 -2.7096
O 5.4135 0.8111 -0.3266
H 5.8856 0.3478 0.3653
H 4.7877 0.1691 -0.6617
O -3.6967 1.9238 0.4297
H -4.4452 1.6985 0.9822
H -2.9444 1.8931 1.0207
O 0.3396 -0.0131 4.1811
H -0.0299 0.8591 4.3189
H 0.9602 0.1002 3.4612
O 0.9445 -2.6590 2.4485
H 0.2372 -2.7152 3.0909
H 0.6526 -1.9911 1.8280
O 5.3097 -1.4485 1.3106
H 4.4897 -1.7885 0.9524
H 5.9933 -1.9128 0.8275
O 3.2385 -3.5339 1.1014
H 2.8533 -3.8985 0.3046
H 2.4948 -3.4045 1.6900
O -2.1922 3.5420 -3.1157
H -2.3171 3.9054 -2.2390
H -1.7286 2.7173 -2.9698
O 0.4549 2.7539 -1.6546
H 0.6096 2.6514 -2.5936
H 0.1274 1.9005 -1.3707
O -3.6295 -0.9609 -0.8177
H -3.4841 -0.1716 -1.3394
H -3.1556 -0.7998 -0.0017
O 3.3838 -1.4445 -1.1099
H 2.6339 -0.8549 -1.0303
H 2.9986 -2.2963 -1.3156
O -1.5188 -3.6000 0.1349
H -1.7119 -4.4500 -0.2607
H -1.6587 -3.7341 1.0722
O -1.2028 2.1156 1.2014
H -1.0119 1.2717 0.7920
H -0.3734 2.5922 1.1668
O -1.2587 -2.7072 -3.2060
H -2.2022 -2.5630 -3.2779
H -0.9588 -2.7890 -4.1114
O 1.8910 0.5743 2.0228
H 1.2412 0.2346 1.4075
H 1.9255 1.5134 1.8412
O -2.0452 2.0783 4.0709
H -2.4033 2.8769 4.4583
H -1.8841 2.3069 3.1555
*
```



No. 3
Molecular formula: C18H30Cl2GeNO3Sr
Method: DFT, ωB97M-V/def2-TZVPD

Energy relative to the best compared isomer or geometry (same formula, charge and spin) in kcal/mol: 0.0
LUMO level (alpha / beta) in Eh: 0.0085 / -0.0257
HOMO level (alpha / beta) in eV: -7.354 / -7.156
<S²>: 0.7942

Structure (ORCA input):
```
! RIJCOSX wB97M-V def2-TZVPD def2/J DEFGRID3
* xyz 0 2
Sr -0.0146 -0.5411 -1.0163
C -0.3985 0.3739 3.6659
C -0.7755 0.5476 2.2225
C -0.6096 1.9915 1.7966
C -2.2001 0.0627 1.9945
O 0.1314 -0.3266 1.3900
Ge 2.0344 -0.1637 1.3025
O 2.0688 -1.6136 0.0475
C 2.0603 -3.0330 0.3978
C 0.7362 -3.6898 0.0651
C 2.4090 -3.2919 1.8233
C 3.1297 -3.6597 -0.4528
O 1.7550 0.9529 -0.2197
C 2.5274 1.9800 -0.8579
C 2.2814 1.9317 -2.3940
C 1.9825 3.3014 -0.3491
C 4.0453 1.7238 -0.5564
H -1.1994 0.6841 4.3524
H 0.5109 0.9529 3.9412
H -0.2708 -0.6730 3.9298
H -1.2510 2.6254 2.4570
H -1.0008 2.2042 0.7778
H 0.3771 2.4276 1.8680
H -2.8651 0.8075 2.4046
H -2.5211 -0.8328 2.5548
H -2.4650 -0.0197 0.9210
H -0.1079 -3.1972 0.6058
H 0.7012 -4.7076 0.3831
H 0.4304 -3.6796 -0.9633
H 1.7651 -2.7849 2.5343
H 3.3968 -2.8142 1.9795
H 2.5321 -4.3673 2.1046
H 2.9166 -3.5599 -1.5296
H 3.1075 -4.7225 -0.3073
H 4.1132 -3.2197 -0.2642
H 1.1659 1.9469 -2.4864
H 2.7238 1.0411 -2.8425
H 2.6919 2.8232 -2.8440
H 0.9855 3.4288 -0.6839
H 2.5015 4.1834 -0.7987
H 2.0508 3.3020 0.7349
H 4.2067 0.7030 -0.9009
H 4.1954 1.8902 0.5033
H 4.6359 2.4962 -1.0783
Cl -4.1414 -2.5328 -2.5592
C -4.4341 -0.8043 -2.3004
C -5.7004 -0.2599 -2.3892
C -5.9070 1.1036 -2.2257
C -4.8291 1.9592 -2.0101
C -3.5287 1.4367 -2.0241
Cl -2.1033 2.5269 -1.8684
C -3.3124 -0.0070 -2.1497
N -2.0780 -0.4454 -2.1032
H -6.5847 -0.9024 -2.5288
H -6.9169 1.4558 -2.3164
H -4.9545 2.9855 -1.7374
*
```



No. 4
Molecular formula: C15H38B4CuN3O
Method: DFT, ωB97M-V/def2-TZVPD

LUMO level (alpha / beta) in Eh: -0.1958 / -0.1958
HOMO level (alpha / beta) in eV: -9.678 / -9.573
<S²>: 0.7526

Structure (ORCA input):
```
! RIJCOSX wB97M-V def2-TZVPD def2/J DEFGRID3
* xyz 1 2
Cu -16.1415 -8.6660 -13.6211
B -14.7905 -10.1554 -14.6967
H -15.7789 -10.4812 -14.4115
H -14.1504 -10.8990 -15.1458
H -15.0828 -9.4958 -15.4991
H -14.3534 -9.5658 -13.9059
B -15.5451 -9.1469 -11.5581
H -14.5966 -8.7344 -11.8653
H -16.3926 -8.5087 -11.7548
H -15.8188 -10.0580 -12.0671
H -15.4297 -9.3195 -10.4992
B -16.0116 -6.6039 -14.2609
H -15.9583 -5.5955 -14.6411
H -15.2361 -6.7662 -13.5284
H -16.9724 -6.7951 -13.8088
H -15.9056 -7.1816 -15.1660
B -18.2079 -9.5227 -14.1377
H -17.6811 -9.1296 -14.9934
H -18.4844 -8.7278 -13.4625
H -19.0961 -10.0596 -14.4329
H -17.5807 -10.1369 -13.5104
C -15.1565 -9.3395 -19.4799
C -16.0674 -9.7807 -18.3188
O -17.1346 -9.2068 -18.0697
N -15.4766 -10.9287 -17.5335
H -14.5799 -11.2688 -17.8503
H -15.3006 -10.6332 -16.5839
C -16.4321 -12.1353 -17.3741
H -15.0406 -10.0865 -20.2651
H -14.1672 -9.0853 -19.0991
H -15.5548 -8.4392 -19.9477
H -15.9987 -12.8629 -16.6880
H -16.6214 -12.5500 -18.3642
H -17.3707 -11.8470 -16.9008
C -13.6186 -5.9762 -16.8115
N -12.7118 -7.0596 -16.1840
C -12.4520 -6.9939 -14.8519
C -11.6746 -7.9951 -14.2316
C -11.2422 -9.1121 -14.9661
C -11.5105 -9.1284 -16.3642
C -12.2364 -8.0759 -16.9454
C -10.5243 -10.2518 -14.4093
C -10.9492 -11.5797 -14.5460
C -10.1416 -12.6425 -14.0925
N -8.8832 -12.4300 -13.7017
C -8.4249 -11.1570 -13.5431
C -9.2520 -10.0580 -13.8471
C -7.9852 -13.5550 -13.2939
H -13.3486 -5.8819 -17.8633
H -13.3778 -5.0295 -16.3277
H -14.6474 -6.3025 -16.6592
H -12.9770 -6.2530 -14.2672
H -11.4567 -7.9204 -13.1764
H -11.2731 -9.9452 -17.0297
H -12.3566 -7.9181 -18.0070
H -11.9482 -11.8487 -14.8559
H -10.3971 -13.6891 -14.1683
H -7.4802 -10.9785 -13.0510
H -8.9196 -9.0362 -13.7378
H -7.5036 -13.1650 -12.3972
H -7.1783 -13.4546 -14.0197
H -8.5363 -14.4378 -12.9696
*
```



No. 5
Molecular formula: C3H6N2O
Method: DFT, ωB97M-V/def2-TZVPD

Energy relative to the best compared isomer or geometry (same formula, charge and spin) in kcal/mol: 143.2
LUMO level (alpha / beta) in Eh: -0.0383 / -0.0382
HOMO level (alpha / beta) in eV: -9.185 / -9.184

Structure (ORCA input):
```
! RIJCOSX wB97M-V def2-TZVPD def2/J DEFGRID3
* xyz 0 1
C 1.4616 -0.0536 -0.4435
C 0.0076 0.0412 -0.0828
N -0.8608 0.5497 -1.0620
N -0.4200 -0.8608 0.9903
C -1.0135 0.4217 1.1344
O -2.0809 0.5923 0.4076
H 1.8186 0.8288 -0.9801
H 1.6220 -0.9457 -1.0656
H 2.0481 -0.1863 0.4690
H -0.7179 0.0109 -1.9450
H -1.1355 -1.5061 0.6505
H -0.7293 1.1079 1.9273
*
```



No. 6
Molecular formula: C48H56N13SScSe
Method: DFT, ωB97M-V/def2-TZVPD

Energy relative to the best compared isomer or geometry (same formula, charge and spin) in kcal/mol: 0.0
LUMO level in Eh: -0.0266
HOMO level in eV: -6.332

Structure (ORCA input):
```
! RIJCOSX wB97M-V def2-TZVPD def2/J DEFGRID3
* xyz 0 1
Sc 0.0078 -0.0073 0.4609
C -0.3951 2.8693 -2.6810
N 0.8310 2.3739 -2.0887
C 1.8880 2.2400 -3.0806
C 1.2869 3.1150 -0.9518
C 1.1409 4.4911 -0.8888
C 1.6040 5.2214 0.1981
C 2.2403 4.5547 1.2273
C 2.3885 3.1748 1.1762
C 1.9041 2.4164 0.1072
N 1.9104 1.0109 0.0621
C 3.0197 0.2813 0.4010
C 4.2043 0.7624 0.9911
C 5.2012 -0.0920 1.4358
C 5.0848 -1.4621 1.2785
C 3.9846 -1.9565 0.5833
C 2.9790 -1.1181 0.1286
N 1.8726 -1.5982 -0.6756
C 1.9965 -1.0711 -2.0540
C 1.8290 -3.0555 -0.7855
H -0.2743 3.8369 -3.1968
H -1.1477 2.9548 -1.8971
H -0.7454 2.1422 -3.4139
H 1.5750 1.5371 -3.8575
H 2.7943 1.8583 -2.6089
H 2.1307 3.2034 -3.5570
H 0.6478 5.0089 -1.7016
H 1.4703 6.2950 0.2307
H 2.6171 5.1001 2.0845
H 2.8537 2.6762 2.0125
H 4.3438 1.8242 1.1159
H 6.0772 0.3284 1.9154
H 5.8502 -2.1370 1.6386
H 3.9371 -3.0183 0.3868
H 2.9909 -1.3008 -2.4563
H 1.8300 -0.0004 -2.0547
H 1.2498 -1.5528 -2.6784
H 2.6406 -3.4311 -1.4230
H 0.8808 -3.3533 -1.2314
H 1.9238 -3.5260 0.1870
Se 5.1678 -2.7639 5.7272
N 4.4291 -1.1622 5.4609
C 3.4203 -1.3365 4.6544
C 2.5566 -0.2583 4.1883
C 2.6015 1.0390 4.7012
C 1.7125 1.9710 4.2204
C 0.8400 1.6157 3.1893
N 0.8078 0.3919 2.6809
C 1.6159 -0.5424 3.2044
C 1.3651 -1.9213 2.7662
N 0.3733 -2.0938 1.8791
C -0.0090 -3.3355 1.6119
C 0.5737 -4.4598 2.1870
C 1.6438 -4.2863 3.0378
C 2.0575 -2.9914 3.3350
C 3.1694 -2.6971 4.2323
N 3.9771 -3.6067 4.6996
H 3.3209 1.2791 5.4730
H 1.6958 2.9819 4.6029
H 0.1532 2.3171 2.7275
H -0.8035 -3.4344 0.8865
H 0.2044 -5.4440 1.9350
H 2.1620 -5.1244 3.4849
C -3.8744 1.7913 -1.6056
N -3.8159 1.6499 -3.0553
C -3.6813 2.9012 -3.7890
C -3.1360 0.5397 -3.5761
N -2.1745 0.0180 -2.8988
C -1.3085 -0.9521 -3.3676
C -0.5202 -0.6800 -4.4697
C 0.2383 -1.6798 -5.0943
C 0.1738 -2.9675 -4.6452
C -0.5675 -3.2799 -3.4779
C -0.6728 -4.6299 -3.0554
C -1.3978 -4.9475 -1.9466
C -1.9427 -3.9241 -1.1499
C -1.8035 -2.5912 -1.4722
N -2.0973 -1.6176 -0.4869
C -3.3152 -1.5537 -0.0098
N -4.4399 -2.0021 -0.6682
C -4.5519 -2.1170 -2.1030
C -5.5630 -2.5657 0.0533
N -3.5927 -1.0240 1.2153
C -2.7000 -1.1436 2.3449
C -4.6376 -0.0292 1.3791
C -1.2150 -2.2482 -2.7399
N -3.6754 0.1070 -4.7752
C -4.9378 0.6858 -5.2359
C -3.3509 -1.1785 -5.3901
H -3.3993 2.7169 -1.2783
H -3.3248 0.9916 -1.1162
H -4.9166 1.8022 -1.2693
H -4.6492 3.3899 -3.9361
H -3.2304 2.7292 -4.7661
H -3.0318 3.5921 -3.2447
H -0.5651 0.3152 -4.8956
H 0.8310 -1.4334 -5.9667
H 0.6917 -3.7668 -5.1603
H -0.1842 -5.3966 -3.6437
H -1.5154 -5.9806 -1.6435
H -2.4415 -4.1778 -0.2202
H -3.7663 -1.5461 -2.5764
H -5.5162 -1.7065 -2.4191
H -4.4904 -3.1597 -2.4343
H -5.3362 -2.6391 1.1125
H -5.7729 -3.5683 -0.3331
H -6.4665 -1.9603 -0.0707
H -2.0702 -2.0164 2.2209
H -3.3081 -1.2839 3.2443
H -2.0807 -0.2504 2.4701
H -5.1979 0.0843 0.4547
H -4.1747 0.9316 1.6200
H -5.3251 -0.3175 2.1810
H -4.8428 1.7292 -5.5256
H -5.7140 0.6156 -4.4712
H -5.2560 0.1377 -6.1191
H -2.9379 -1.8848 -4.6791
H -2.6379 -1.0755 -6.2108
H -4.2707 -1.6141 -5.7792
S -1.4530 1.6525 0.7199
*
```